No. 1
Molecular formula: C2H4N2O
Method: DFT, ωB97M-V with the def2-TZVPD basis set

The geometry in XYZ format:
```
9
C2H4N2O (ωB97M-V with the def2-TZVPD basis set)
N -2.77098 -0.22411 0.18415
C -1.75654 0.29971 0.14374
N -0.51888 0.73218 0.01348
C 0.59695 -0.25051 -0.21692
O 1.70158 0.12172 0.61939
H -0.33136 1.43754 -0.65771
H 1.05263 -0.26787 -1.15749
H 0.13206 -1.18662 -0.11616
H 1.89453 -0.66203 1.18753
```

LUMO level = 0.58 eV
multiplicity = 1
energy = -263.30972 Ha
HOMO level = -0.3765 Ha
energy relative to the best compared isomer or geometry (same formula, charge and spin) = 140.59 kJ/mol
orbital gap = 10.824 eV
charge = 0
M = 72.07 g/mol

---

No. 2
Molecular formula: C2H4N2O
Method: DFT, ωB97M-V with the def2-TZVPD basis set

The geometry in XYZ format:
```
9
C2H4N2O (ωB97M-V with the def2-TZVPD basis set)
H 0.21998 -2.99354 -1.11887
N 0.30149 -1.96481 -1.31998
C 0.12727 -1.14656 -0.38080
O 0.12468 0.28653 -0.63188
C -0.20289 1.06840 0.40509
N 0.00186 2.26948 0.06793
H -0.11413 3.04443 0.79019
H -0.07927 -1.20605 0.74233
H -0.37899 0.64212 1.44599
```

LUMO level = 0.85 eV
multiplicity = 1
energy = -263.29755 Ha
HOMO level = -0.3735 Ha
energy relative to the best compared isomer or geometry (same formula, charge and spin) = 172.55 kJ/mol
orbital gap = 11.012 eV
charge = 0
M = 72.07 g/mol

---

No. 3
Molecular formula: C2H4N2O
Method: DFT, ωB97M-V with the def2-TZVPD basis set

The geometry in XYZ format:
```
9
C2H4N2O (ωB97M-V with the def2-TZVPD basis set)
C -1.49435 -0.82559 -0.03063
N -1.06105 0.49748 -0.32657
N 0.21629 0.94099 -0.07600
C 1.42868 0.09274 0.01110
O 1.55203 -1.05577 -0.23168
H -2.63556 -0.99713 0.14579
H -0.81324 -1.54709 0.28834
H 0.50152 2.06557 0.15873
H 2.30568 0.82880 0.06092
```

LUMO level = 0.21 eV
multiplicity = 1
energy = -263.24243 Ha
HOMO level = -0.3391 Ha
energy relative to the best compared isomer or geometry (same formula, charge and spin) = 317.26 kJ/mol
orbital gap = 9.436 eV
charge = 0
M = 72.07 g/mol